Entry 1:
Here is C7H10GaN2O3 as an isolated structure in a non-equilibrium geometry from the OMol25 dataset. Energies are from wB97M-V/def2-TZVPD.

```
23
Properties=species:S:1:pos:R:3:forces:R:3:lowdin_charge:R:1
C -0.73257 -2.03717 -0.70514 -0.141 -0.579 0.394 -0.190
C -1.03858 -1.95430 0.68291 0.310 -1.156 -0.224 -0.207
C 0.19029 -1.92339 1.40165 -0.495 0.046 0.096 -0.179
C 1.25436 -1.97471 0.45941 0.092 0.391 -0.272 -0.167
C 0.68464 -2.04104 -0.84520 -0.099 -0.227 0.086 -0.182
Ga 0.08143 0.06538 0.03277 -0.209 0.626 0.288 0.407
N -0.07414 1.08080 -1.50983 -1.624 0.732 -0.641 -0.094
C -1.40422 1.64134 -1.06865 0.210 0.403 -0.837 -0.396
C -1.75018 1.04916 0.32068 1.253 0.252 -0.300 -0.157
H 0.29481 -1.83476 2.48475 -0.009 -0.014 -0.445 0.103
H -2.03675 -1.91837 1.11988 0.418 0.138 -0.190 0.100
H 2.32019 -1.93520 0.68961 -0.432 0.045 -0.079 0.109
H 1.23739 -2.06941 -1.78636 -0.229 0.079 0.407 0.105
H -1.45575 -2.04757 -1.52278 0.310 0.094 0.339 0.106
H -2.70493 0.50394 0.32517 0.491 -0.026 0.129 0.035
H -1.33957 2.74783 -1.03149 -0.192 -0.307 -0.008 0.080
H 0.14798 1.28423 -2.48465 0.122 -0.371 0.619 0.031
H -1.71472 1.79262 1.13117 -0.136 -0.188 -0.311 0.032
H -2.18260 1.36283 -1.80631 0.031 0.217 0.238 0.075
O 2.47831 3.26198 0.94564 -1.427 2.015 -0.709 0.032
N 2.58877 2.07850 1.04148 -2.202 -1.773 -0.637 -0.546
O 3.58637 1.60719 1.49388 1.659 -2.152 0.724 0.019
O 1.56947 1.26011 0.63141 2.301 1.751 1.335 -0.117
```
Positions in Å, forces in eV/Å.

**Net charge**: -1
**HOMO level**: -3.902 eV
**ΔE to the lowest compared entry with this formula, charge and spin**: 0.0000 eV
**Max |F|**: 3.2 eV/Å
**Multiplicity**: 1
**Gap between HOMO and LUMO**: 7.5 eV

=====

Entry 2:
Here is one molecule with the formula C7H10I2O3S in a non-equilibrium geometry from the OMol25 dataset. Energies are from wB97M-V/def2-TZVPD.

```
23
Properties=species:S:1:pos:R:3:forces:R:3:lowdin_charge:R:1
C 3.95429 0.57089 -0.49398 -0.694 -1.572 0.180 -0.217
C 2.44523 0.01744 -0.59654 -0.644 2.313 1.331 -0.725
I 2.21022 -1.81105 -1.77206 -0.016 1.289 0.871 0.836
C 1.37116 0.67326 0.03372 1.017 -2.105 -1.737 -0.639
I 1.83046 2.52584 1.11276 -0.549 -1.240 -0.681 0.835
C -0.12646 0.08914 -0.03564 0.821 0.690 0.791 -0.370
C -1.00272 0.46624 1.24447 -0.019 -0.224 -0.349 -0.219
C -2.39462 -0.33295 1.14554 0.439 1.383 0.563 -0.182
S -2.74852 -1.03990 -0.53963 -1.562 -6.768 -0.486 0.753
O -2.11860 -2.41936 -0.52181 -0.338 3.971 0.093 -0.355
O -4.21449 -1.24313 -0.74430 3.178 2.458 0.191 -0.319
O -1.99785 -0.21265 -1.77553 -0.658 -0.258 2.101 -0.242
C -0.90882 0.62933 -1.31270 0.477 1.705 0.537 -0.177
H 4.03754 1.66298 -0.77550 -0.131 -1.387 0.293 0.050
H 4.25383 0.39810 0.59410 -0.268 0.520 -1.389 0.077
H 4.62909 -0.10626 -1.12050 -0.939 1.217 0.736 0.054
H 0.01616 -1.04421 -0.01514 -0.368 1.484 -0.398 0.096
H -0.45004 0.15668 2.18469 -0.738 0.334 -1.094 0.119
H -1.22368 1.58771 1.32510 0.501 -1.585 -0.331 0.100
H -3.26115 0.36516 1.38403 1.025 -1.116 -0.277 0.114
H -2.33808 -1.21226 1.87330 -0.514 0.961 -1.545 0.129
H -0.25185 0.88147 -2.20267 -0.772 -0.821 1.068 0.142
H -1.38655 1.62558 -0.99269 0.751 -1.251 -0.467 0.142
```
Positions in Å, forces in eV/Å.

**HOMO level**: -9.179 eV
**ΔE to the lowest compared entry with this formula, charge and spin**: 2.4240 eV
**Max |F|**: 7.0 eV/Å
**Multiplicity**: 1
**Gap between HOMO and LUMO**: 8.6 eV

=====

Entry 3:
Here is a 2-piece molecular cluster, C7H10INO2 overall in a non-equilibrium geometry from the OMol25 dataset. Energies are from wB97M-V/def2-TZVPD.

```
21
Properties=species:S:1:pos:R:3:forces:R:3:lowdin_charge:R:1
C 0.54964 2.06217 -0.67972 -1.063 -1.175 0.052 -0.012
C -0.17595 0.88184 -0.96768 1.619 1.458 2.456 -0.222
C 0.94245 1.96883 0.67801 -0.561 -0.707 0.332 -0.478
C -0.16004 0.18026 0.35313 0.814 1.106 -0.496 -0.361
C -0.71941 0.58008 -2.29967 -1.814 2.623 -0.467 -0.064
C 2.28584 -1.87338 0.97455 -0.035 -2.960 -0.461 -0.266
C 2.52116 -1.28184 -0.33433 -0.014 0.823 -1.851 -0.667
N 0.52678 0.85195 1.29616 -0.840 -0.770 -0.953 0.157
O 1.61579 2.81882 1.43399 0.150 1.134 -1.361 0.101
O -0.72251 -0.99485 0.67545 -0.569 -0.610 -2.552 0.069
I 3.79369 0.36738 -0.44506 -0.252 -0.500 -0.182 0.862
H 0.59259 2.93933 -1.29050 0.384 0.138 -0.337 0.109
H -0.46628 -0.39058 -2.61397 0.651 -1.154 -0.909 0.043
H -1.87539 0.58994 -2.27966 1.633 0.226 -0.223 0.109
H -0.31136 1.45852 -2.98391 -1.064 -2.273 0.991 0.130
H 2.75060 -1.34948 1.75294 0.303 1.139 1.103 0.027
H 2.74389 -2.94378 1.12821 -0.899 1.502 -0.696 0.112
H 1.20152 -1.93344 1.08618 0.177 -0.263 0.598 0.047
H 1.90970 -1.44616 -1.27693 0.929 0.067 1.501 0.041
H 1.55759 2.40937 2.28256 0.241 -0.322 1.422 0.102
H -0.97251 -1.39654 -0.22264 0.211 0.516 2.031 0.160
```
Positions in Å, forces in eV/Å.

**HOMO level (spin up / spin down)**: -7.524 / -7.592 eV
**ΔE to the lowest compared entry with this formula, charge and spin**: 2.3059 eV
**Max |F|**: 3.3 eV/Å
**Multiplicity**: 1
**Gap between HOMO and LUMO (spin up / spin down)**: 7.7 / 6.8 eV

=====

Entry 4:
Here is one molecule with the formula C7H10INO2S in a non-equilibrium geometry from the OMol25 dataset. Energies are from wB97M-V/def2-TZVPD.

```
22
Properties=species:S:1:pos:R:3:forces:R:3:lowdin_charge:R:1
C 0.13641 2.31734 0.89991 2.879 0.042 1.554 -0.079
C -0.84758 2.07497 -0.02629 -0.102 1.010 0.399 -0.103
C 1.30670 1.55103 1.04015 -1.704 0.142 0.504 -0.234
C -0.80407 1.06299 -0.89580 0.958 -1.430 0.424 -0.118
C 1.51124 0.21232 0.66171 -1.244 -0.151 -1.241 -0.650
C -0.18003 -0.17091 -0.67126 1.024 -1.145 0.344 -0.363
C 0.15721 -1.17631 -1.80554 1.614 0.730 2.263 -0.059
N -0.41757 -2.39824 0.98295 1.368 1.000 -1.752 -0.053
O -0.97399 -0.09930 1.82887 -0.546 -0.682 0.434 -0.272
O -2.37632 -1.18190 0.07521 -1.501 -0.141 -0.097 -0.283
S -1.10982 -0.91435 0.66114 0.347 0.309 -0.856 0.571
I 3.40291 -0.07516 -0.14490 0.507 -0.449 -0.135 0.873
H 0.24665 3.33515 1.31738 -0.448 -0.648 -0.184 0.121
H -1.44419 2.91619 -0.25898 -0.719 0.705 -0.328 0.109
H 2.17178 2.03266 1.44983 0.341 0.488 -0.092 0.072
H -1.13499 1.24813 -1.84178 -1.110 0.399 -2.592 0.102
H 1.03584 -0.70445 1.00242 1.109 0.607 0.588 0.003
H -0.59585 -1.87561 -1.93305 -2.013 -1.224 -0.253 0.040
H 1.01716 -1.82923 -1.43086 -0.525 1.266 -1.034 0.083
H 0.26820 -0.67190 -2.75140 0.696 0.098 -0.181 0.086
H -0.99649 -2.68466 1.73746 -0.348 -1.311 0.634 0.060
H -0.37319 -2.96877 0.10282 -0.582 0.384 1.601 0.097
```
Positions in Å, forces in eV/Å.

**HOMO level**: -8.625 eV
**ΔE to the lowest compared entry with this formula, charge and spin**: 0.8406 eV
**Max |F|**: 3.3 eV/Å
**Multiplicity**: 1
**Gap between HOMO and LUMO**: 8.9 eV

=====

Entry 5:
Here is C7H10InN2O3 as an isolated structure in a non-equilibrium geometry from the OMol25 dataset. Energies are from wB97M-V/def2-TZVPD.

```
23
Properties=species:S:1:pos:R:3:forces:R:3:lowdin_charge:R:1
C -2.01318 0.44376 -1.29317 -1.274 1.302 -0.054 -0.237
C -2.10768 -0.69052 -0.48083 -0.023 -0.761 0.446 -0.204
C -0.92165 -1.45697 -0.66451 -1.035 -0.232 0.367 -0.207
C -0.11603 -0.79048 -1.58206 -0.002 0.693 -0.467 -0.238
C -0.79920 0.41049 -1.98086 1.122 0.545 -0.555 -0.221
In 1.22367 1.00102 0.34077 1.931 -1.043 -6.041 0.968
N 1.55846 3.10193 -1.26625 -2.393 -1.417 1.539 -0.181
C -0.00411 1.01561 2.05656 0.948 1.164 3.247 -0.311
C -0.28745 -0.09728 2.80015 0.284 1.608 -1.186 0.011
H -0.71028 -2.41562 -0.19124 -0.012 0.334 -0.122 0.083
H -2.95918 -0.96627 0.16559 0.527 0.205 -0.395 0.072
H 0.82567 -1.11620 -2.00299 -0.365 -0.047 0.008 0.075
H -0.42025 1.13316 -2.74854 -0.498 -0.758 0.844 0.089
H -2.80070 1.22717 -1.41041 0.770 -0.711 0.161 0.080
H -1.28946 -0.47965 2.64338 0.354 -0.604 0.243 0.070
H 0.93516 1.69136 2.12077 -1.505 -1.004 2.247 0.013
H 0.47373 2.95630 -1.05652 2.049 0.643 -0.889 -0.168
H 0.50425 -0.51257 3.41708 -0.541 -0.232 0.013 0.071
H -0.61420 1.59301 1.42158 -2.030 0.189 -0.305 0.024
O 2.53873 -0.52095 -0.87747 0.885 -1.717 1.586 -0.178
N 2.40047 -1.54648 -0.07182 0.007 0.381 0.136 -0.509
O 3.13722 -2.54118 -0.12556 -1.228 1.529 -0.184 0.026
O 1.44600 -1.43966 0.78637 2.030 -0.065 -0.640 -0.127
```
Positions in Å, forces in eV/Å.

**Net charge**: -1
**HOMO level (spin up / spin down)**: -3.490 / -3.247 eV
**ΔE to the lowest compared entry with this formula, charge and spin**: 4.6724 eV
**Max |F|**: 6.4 eV/Å
**Multiplicity**: 1
**Gap between HOMO and LUMO (spin up / spin down)**: 5.4 / 5.5 eV

=====

Entry 6:
Here is a 2-piece molecular cluster, C7H10N overall in a non-equilibrium geometry from the OMol25 dataset. Energies are from wB97M-V/def2-TZVPD.

```
18
Properties=species:S:1:pos:R:3:forces:R:3:lowdin_charge:R:1
C -1.34701 1.71152 0.10290 -0.027 -0.877 -1.257 -0.010
C -1.49511 2.22690 -1.10892 0.707 0.079 0.387 0.185
C -0.78398 -1.01970 -2.22954 1.444 -1.114 2.983 0.236
C -1.36644 1.32433 -2.25838 3.510 0.653 -0.476 -0.095
C -0.86600 0.43140 -0.30226 0.537 0.560 2.810 0.109
C 2.05886 -1.35767 2.37332 -0.168 -1.593 1.226 -0.204
C 1.18573 -0.15158 2.45487 0.708 -2.481 -3.364 0.008
N -1.08332 0.07394 -1.54220 -0.871 -0.283 -5.540 -0.144
H -1.32595 2.06856 1.06759 -0.156 0.749 1.865 0.099
H -0.13562 -1.71809 -1.64653 -0.752 0.284 -0.702 0.137
H -1.10974 -1.28675 -3.22213 -0.229 0.664 -0.136 0.125
H -2.09511 1.39182 -2.96314 -2.711 -0.331 -1.671 0.108
H -0.41885 1.58213 -2.91985 -1.529 -0.387 1.669 0.212
H 2.93129 -1.42926 3.01370 0.948 1.300 -0.278 0.069
H 2.24157 -1.89937 1.46562 0.390 0.865 -1.258 0.050
H 1.75475 -2.29632 2.87127 -1.677 0.179 0.513 0.077
H 1.19693 0.31191 3.38540 -0.660 1.294 1.038 0.024
H 0.65801 0.03621 1.45827 0.536 0.438 2.191 0.013
```
Positions in Å, forces in eV/Å.

**Net charge**: +1
**HOMO level (spin up / spin down)**: -13.595 / -10.556 eV
**ΔE to the lowest compared entry with this formula, charge and spin**: 10.1327 eV
**Max |F|**: 5.6 eV/Å
**Multiplicity**: 1
**Gap between HOMO and LUMO (spin up / spin down)**: 6.5 / 3.6 eV

=====

- Number 1 is which compound?
  C7H10GaN2O3